4 unconnected molecules or ions with the total composition C46H93N2O18P5 in a non-equilibrium geometry. Source: the OMol25 dataset; level of theory: ωB97M-V/def2-TZVPD.

The geometry in XYZ format:
```
164
Properties=species:S:1:pos:R:3:forces:R:3
C 4.3009 -1.8878 6.5544 -1.3 -0.5 0.0
C 3.1311 -1.9160 6.2284 0.7 0.5 0.9
C 1.6776 -1.8922 5.9278 0.0 -0.9 -1.2
C 1.2997 -1.0333 4.6468 2.5 -0.2 1.9
O 0.0616 -1.5607 4.2311 1.0 1.0 -0.6
C -0.7874 -0.7558 3.4393 -3.7 -0.9 -0.8
C -1.6699 -1.7899 2.6240 1.2 -1.3 0.3
C -0.8697 -2.4935 1.5222 -0.6 0.6 -0.8
C 0.1979 -3.3448 1.7757 0.4 -0.2 1.3
C 0.9424 -3.9846 0.7980 0.0 0.0 -0.7
C 0.5928 -3.8006 -0.5411 0.0 0.1 0.6
C -0.5019 -2.9835 -0.8143 0.2 -0.2 -1.0
C -1.2200 -2.3254 0.1750 0.1 -0.2 0.0
C -1.8009 -0.0140 4.4070 0.3 0.2 0.6
N -3.0527 -0.7498 4.6583 -0.2 0.3 0.4
C -4.1324 0.1952 5.0221 -0.4 -0.7 -0.4
C -4.7457 0.9003 3.8035 0.6 1.4 0.4
C -5.9460 1.8249 4.2285 0.9 -0.6 -0.5
O -7.0638 1.5510 3.4022 0.1 0.4 0.3
C -6.9431 2.1717 2.1364 -0.3 -0.1 -0.4
C -2.9082 -1.7542 5.6935 -0.6 0.5 0.6
O -3.4724 -3.0334 5.3348 1.2 -0.3 -0.4
N -4.6977 -2.8803 4.6735 -0.5 0.6 -0.4
O -4.6837 -3.4057 3.6323 -0.1 -0.3 0.3
O -0.1630 0.0788 2.5164 0.6 -0.1 1.1
C -1.0172 0.7581 1.6121 0.5 1.2 -0.6
C -0.5307 2.2287 1.4964 -1.2 0.3 -0.8
C -1.8033 3.1028 1.2360 0.7 -0.1 -0.4
C 0.4396 2.4857 0.3002 1.2 0.8 1.1
C 1.3760 1.2996 -0.0448 -0.6 0.6 -0.7
C 1.3793 3.6876 0.7098 0.0 -0.7 -0.3
P 2.7456 -1.3426 3.4617 -0.5 -0.7 -1.4
O 2.4447 -1.1394 2.0267 0.1 0.5 0.1
P 1.3911 0.7651 5.1848 -2.2 1.1 -0.7
C 2.5371 1.7972 4.1437 0.0 0.3 1.1
C 2.1660 3.2859 4.4076 0.3 -0.1 -0.1
C 1.6575 0.9926 6.9993 0.5 -0.4 0.8
C 0.3448 0.8238 7.8406 0.6 0.9 -0.3
H 5.2841 -2.0410 6.9598 -0.2 0.3 -0.4
H 1.0442 -1.6516 6.7917 0.4 0.2 -0.1
H 1.4111 -2.9303 5.6391 0.0 0.4 0.2
H -2.5993 -1.3482 2.2508 0.4 0.0 0.0
H -1.9719 -2.6060 3.3045 -0.1 0.5 -0.1
H 0.4746 -3.5011 2.8250 -0.1 0.0 -0.4
H 1.7953 -4.6263 1.0352 -0.3 0.3 0.1
H 1.1686 -4.2887 -1.3308 -0.3 0.2 0.2
H -0.7813 -2.8791 -1.8701 -0.1 0.1 0.4
H -2.0604 -1.7015 -0.1420 0.2 -0.1 0.3
H -2.0774 0.9838 4.0345 0.3 -0.4 -0.1
H -1.3329 0.1646 5.3960 0.2 0.1 -0.6
H -3.7619 0.8971 5.7991 -0.2 0.1 -0.4
H -4.9406 -0.3964 5.4883 0.3 0.2 -0.1
H -5.0184 0.2059 2.9952 -0.2 0.0 0.5
H -3.9931 1.5886 3.3670 -0.1 -0.5 0.1
H -6.1866 1.6513 5.2903 -0.3 0.0 -0.5
H -5.6179 2.8778 4.1258 -0.3 -0.3 0.1
H -7.6338 1.6465 1.4588 0.2 0.3 0.2
H -7.2227 3.2401 2.1838 0.1 -0.3 0.0
H -5.9329 2.0974 1.6937 -0.2 -0.1 0.3
H -3.4322 -1.4187 6.6130 0.4 -0.1 -0.2
H -1.8493 -1.9337 5.9178 -0.4 -0.3 -0.2
H -0.9462 0.2925 0.6138 -0.1 0.0 0.4
H -2.0853 0.7810 1.8782 0.4 -0.3 0.4
H -0.0919 2.5964 2.4394 0.0 -0.6 -0.2
H -2.5914 2.9220 1.9827 0.2 0.2 -0.3
H -2.1458 2.8400 0.2183 -0.3 0.1 0.5
H -1.5471 4.1766 1.1918 -0.1 -0.4 0.2
H -0.1274 2.8430 -0.5777 0.0 -0.5 0.2
H 0.8096 0.4436 -0.4511 0.4 0.1 0.4
H 2.0374 1.6354 -0.8636 -0.1 -0.2 0.4
H 1.9838 1.0239 0.8266 -0.3 -0.3 -0.3
H 0.9668 4.2885 1.5340 0.0 0.0 -0.4
H 1.6227 4.3051 -0.1677 -0.1 0.0 0.4
H 2.3283 3.2427 1.0588 -0.3 0.3 0.0
H 3.1284 -2.7079 3.6440 -0.1 0.4 0.5
H 3.8583 -0.5910 3.9235 -0.4 -0.2 0.2
H 3.5882 1.6506 4.4413 -0.2 0.0 -0.6
H 2.3332 1.5459 3.0917 0.2 -0.1 0.3
H 2.3542 3.5821 5.4517 -0.1 -0.2 -0.3
H 1.1069 3.4852 4.1906 0.3 -0.1 0.0
H 2.8038 3.9339 3.7822 -0.3 -0.2 0.2
H 2.4653 0.3939 7.4533 -0.2 0.1 -0.3
H 1.9559 2.0476 7.1379 0.1 -0.4 -0.3
H 0.5984 0.6997 8.9070 -0.1 -0.3 -0.4
H -0.1698 1.7989 7.7868 -0.3 -0.6 -0.1
H -0.3021 0.0154 7.4772 0.1 0.2 0.3
C 3.2628 6.4686 -5.8040 -0.1 -0.1 -0.1
C 2.9757 6.4126 -4.3146 0.2 0.0 -0.1
O 1.6929 6.9521 -4.0056 0.0 -0.6 -0.8
P 0.3508 6.0524 -4.3165 0.8 6.6 4.8
O 0.4866 5.0385 -3.2199 -0.3 -2.4 -2.9
O -0.7638 7.0214 -3.5746 -0.4 -0.6 -0.9
C -1.7179 6.4549 -2.6777 -0.1 0.0 0.3
C -1.3122 6.6919 -1.2424 0.1 0.1 0.2
O 0.1403 6.8913 -5.7288 -0.2 -2.8 -0.2
C -1.1826 7.1477 -6.2368 -0.3 0.0 -0.5
C -1.4989 8.6181 -6.0736 0.2 0.2 0.2
H 2.5991 5.7969 -6.3552 0.1 0.0 0.0
H 4.2928 6.1747 -6.0119 0.0 0.0 0.0
H 3.0951 7.4739 -6.1919 0.1 0.0 0.1
H 3.0530 5.3870 -3.9398 0.0 0.0 0.0
H 3.7078 7.0170 -3.7774 -0.1 0.0 0.1
H -1.8543 5.3899 -2.8674 0.1 0.0 0.0
H -2.6760 6.9426 -2.8802 0.1 0.1 -0.1
H -0.3110 6.3073 -1.0466 -0.1 -0.2 -0.1
H -2.0186 6.2031 -0.5682 0.0 0.0 0.0
H -1.2879 7.7593 -1.0139 -0.1 0.0 0.0
H -1.9269 6.5201 -5.7462 0.0 0.0 0.1
H -1.1817 6.8914 -7.2979 0.1 -0.1 0.1
H -1.5004 8.9131 -5.0256 0.0 -0.2 0.0
H -2.4768 8.8514 -6.4977 0.0 -0.1 -0.1
H -0.7422 9.2291 -6.5688 -0.1 -0.1 -0.1
C -5.3243 0.7311 -7.0194 0.0 -0.1 0.1
C -4.0046 1.4648 -7.1713 -0.2 0.0 -0.2
O -3.3153 1.5691 -5.9274 -0.3 -1.0 -0.1
P -2.5362 0.2524 -5.3355 1.3 7.0 2.6
O -1.3636 0.1400 -6.2569 -1.6 -3.3 -0.6
O -1.7674 0.9579 -4.0600 -0.3 -0.8 0.1
C -0.3735 0.7498 -3.8215 0.4 0.2 -0.1
C 0.4207 1.9610 -4.2629 -0.1 0.1 0.0
O -3.8097 -0.1147 -4.3456 0.8 -1.9 -1.8
C -3.5808 -0.7443 -3.0698 -0.2 -0.3 0.4
C -3.8490 0.2560 -1.9663 0.0 0.4 0.0
H -5.1600 -0.3195 -6.7657 0.0 0.0 -0.1
H -5.8995 0.7711 -7.9457 0.0 0.0 0.0
H -5.9174 1.1658 -6.2141 0.0 0.1 -0.1
H -3.3679 0.9751 -7.9145 0.0 0.0 0.0
H -4.1893 2.4838 -7.5141 0.1 0.0 0.1
H -0.0182 -0.1591 -4.3072 -0.1 0.0 -0.1
H -0.2494 0.6068 -2.7436 -0.1 0.0 0.0
H 0.2326 2.2042 -5.3102 0.0 -0.2 -0.1
H 1.4911 1.7928 -4.1292 0.0 0.0 0.0
H 0.1296 2.8330 -3.6786 0.1 -0.1 0.1
H -2.5723 -1.1538 -3.0023 0.0 0.1 0.0
H -4.2822 -1.5765 -2.9848 0.0 0.0 -0.2
H -3.1711 1.1066 -2.0242 0.1 -0.1 -0.1
H -3.7326 -0.2105 -0.9859 -0.1 -0.1 0.0
H -4.8611 0.6565 -2.0509 0.0 -0.2 0.0
C 4.9471 -10.2837 0.9470 -0.1 0.0 -0.1
C 5.4029 -8.8361 0.9557 0.0 -0.2 0.3
O 5.6301 -8.3488 -0.3653 -1.0 -0.5 0.0
P 4.3444 -7.9569 -1.3027 7.2 2.2 -1.5
O 3.8587 -6.6958 -0.6623 -3.1 -2.0 0.3
O 5.1728 -7.2734 -2.5582 -0.8 -0.5 -0.2
C 4.7933 -6.0009 -3.0844 0.2 0.3 0.0
C 5.7384 -4.9275 -2.5861 0.2 0.0 0.1
O 4.3961 -9.4195 -2.0712 -2.3 0.8 1.2
C 4.0102 -9.5319 -3.4537 -0.2 -0.3 -0.4
C 5.2437 -9.7770 -4.2945 0.3 0.1 0.1
H 3.9538 -10.3777 0.4999 0.0 0.0 0.1
H 4.9023 -10.6824 1.9616 0.0 0.0 0.0
H 5.6248 -10.8983 0.3535 0.0 0.0 0.1
H 4.6769 -8.2004 1.4717 0.0 0.0 0.0
H 6.3515 -8.7538 1.4876 0.0 0.1 -0.1
H 3.7581 -5.7622 -2.8407 0.0 0.0 0.1
H 4.8587 -6.0692 -4.1744 0.0 -0.1 0.0
H 5.7825 -4.9119 -1.4975 -0.2 0.0 0.0
H 5.4291 -3.9421 -2.9390 0.0 0.0 0.0
H 6.7515 -5.1236 -2.9424 0.0 0.0 -0.1
H 3.4653 -8.6491 -3.7887 0.1 0.0 0.0
H 3.3373 -10.3875 -3.5374 0.0 0.1 0.2
H 5.9439 -8.9461 -4.2291 -0.1 0.1 0.0
H 4.9743 -9.9179 -5.3424 -0.1 -0.1 0.0
H 5.7761 -10.6625 -3.9426 -0.1 -0.1 0.0
```
Positions in Å, forces in eV/Å.

Output
* Kohn-Sham gap: 7.14 eV
* E: -4978.9159 a.u.
* HOMO energy: -7.669 eV
* lowest unoccupied orbital energy: -0.0194 Ha
* largest force on an atom: 8.18 eV/Å

Atom charges from the Löwdin analysis, given in e for atoms 1 to 4:
1 C 0.12
2 C -0.20
3 C -0.21
4 C -0.64